1.
A structure of composition C28H52Cl2FeN3O4Si2, computed with ωB97M-V/def2-TZVPD.

Values from the calculation:
* 2S+1: 6
* energy relative to the best compared isomer or geometry (same formula, charge and spin): 0.000 eV
* electronic energy: -117729.525 eV
* frontier orbital gap (alpha / beta): 8.16 / 7.27 eV
* net charge: 0
* E_HOMO (alpha / beta): -7.63 / -7.57 eV

```
92
C28H52Cl2FeN3O4Si2 (ωB97M-V/def2-TZVPD)
C 1.697 -1.459 -3.880
C 0.264 -1.848 -3.701
H 2.339 -2.341 -4.014
H 2.048 -0.885 -3.010
H 1.820 -0.818 -4.770
C -0.283 -2.967 -4.201
C 0.429 -3.967 -5.045
H -1.351 -3.163 -4.079
H 1.517 -3.815 -5.059
H 0.062 -3.914 -6.083
H 0.229 -4.990 -4.689
Fe 0.215 -0.026 -0.046
Cl 2.003 1.032 -0.842
C -3.268 0.348 -0.189
O -2.403 -0.130 0.590
N -4.579 0.390 0.085
C -5.139 -0.282 1.251
C -5.506 1.099 -0.786
H -2.978 0.818 -1.151
H -4.326 -0.776 1.788
H -5.881 -1.019 0.916
H -5.644 0.452 1.897
H -4.948 1.573 -1.601
H -6.049 1.873 -0.220
H -6.235 0.396 -1.216
H 0.713 3.127 4.834
H 2.050 4.580 3.464
C 1.379 2.269 4.661
C 2.758 3.765 3.260
N 2.117 2.474 3.433
H 0.796 1.348 4.589
C 2.269 1.492 2.513
O 1.755 0.365 2.572
H 3.109 3.840 2.223
H 2.902 1.816 1.661
H 2.066 2.211 5.517
H 3.616 3.881 3.939
H 1.535 -3.229 -1.683
H -0.908 -4.515 -1.787
C 1.537 -3.581 -0.638
C -0.651 -4.752 -0.741
N 0.167 -3.702 -0.147
H 2.076 -2.867 -0.010
C -0.368 -2.745 0.610
O 0.299 -1.755 1.029
H -1.575 -4.853 -0.159
H -1.437 -2.866 0.854
H 2.009 -4.569 -0.597
H -0.093 -5.698 -0.730
O -0.320 -1.023 -1.572
C -0.584 -0.862 -2.921
C -2.771 -2.036 -2.450
C -2.088 -1.016 -3.110
H -2.200 -2.695 -1.784
C -4.152 -2.180 -2.631
H -0.290 0.147 -3.260
C -2.764 -0.125 -3.941
H -4.678 -2.986 -2.112
C -4.836 -1.278 -3.455
C -4.145 -0.250 -4.107
H -2.187 0.668 -4.427
H -5.916 -1.377 -3.589
H -4.677 0.465 -4.740
Si 6.960 0.088 0.157
Cl 6.832 -1.071 -1.563
C 6.663 -1.074 1.596
C 5.646 1.400 -0.023
C 8.691 0.821 0.252
H 5.732 -1.638 1.448
H 6.587 -0.511 2.537
H 7.491 -1.790 1.689
H 9.451 0.034 0.355
H 8.775 1.490 1.122
H 8.925 1.403 -0.650
H 4.649 0.961 -0.167
H 5.863 2.028 -0.897
H 5.614 2.046 0.865
C -2.480 2.175 4.588
Si -2.374 3.153 2.983
C -4.118 3.339 2.306
C -1.641 4.865 3.194
C -1.414 2.133 1.797
C -0.912 1.328 0.987
H -3.077 2.726 5.330
H -1.493 1.954 5.019
H -2.987 1.216 4.384
H -4.607 4.203 2.776
H -4.084 3.513 1.221
H -4.732 2.449 2.501
H -0.648 4.857 3.667
H -1.549 5.346 2.207
H -2.310 5.489 3.805
```



2.
A structure of composition C28H52Cl2GeNO5PPtSi3, computed with ωB97M-V/def2-TZVPD.

Values from the calculation:
* 2S+1: 2
* energy relative to the best compared isomer or geometry (same formula, charge and spin): 2.204 eV
* electronic energy: -159334.104 eV
* frontier orbital gap (alpha / beta): 7.47 / 6.05 eV
* net charge: +1
* E_HOMO (alpha / beta): -9.96 / -10.27 eV

```
94
C28H52Cl2GeNO5PPtSi3 (ωB97M-V/def2-TZVPD)
Pt -0.347 0.024 -0.171
Cl -5.752 3.699 -3.268
C -4.245 3.183 -2.583
C -3.075 3.277 -3.334
C -1.886 2.840 -2.796
Cl -0.454 2.890 -3.774
C -1.780 2.299 -1.490
O -0.622 1.877 -1.078
C -2.980 2.270 -0.734
C -3.064 1.899 0.684
O -2.156 1.700 1.469
C -4.193 2.688 -1.303
H -3.100 3.673 -4.340
H -4.107 1.820 1.047
H -5.098 2.642 -0.709
C -4.288 -0.990 -2.872
C -4.234 -1.376 -1.541
C -3.049 -1.214 -0.850
N -1.950 -0.705 -1.422
C -2.000 -0.340 -2.708
C -3.150 -0.470 -3.466
H -5.207 -1.086 -3.435
H -5.099 -1.781 -1.035
H -2.966 -1.474 0.197
H -1.097 0.102 -3.116
H -3.148 -0.147 -4.497
C 3.789 -4.183 -2.649
C 3.408 -2.845 -2.066
O 2.243 -2.983 -1.203
P 0.840 -2.467 -1.787
O -0.025 -2.878 -0.314
C -0.161 -4.255 0.199
C 0.836 -4.581 1.283
O 0.394 -3.758 -2.633
C -0.616 -3.617 -3.665
C -1.964 -4.056 -3.144
H 4.691 -4.075 -3.252
H 2.994 -4.577 -3.281
H 3.993 -4.901 -1.856
H 3.196 -2.108 -2.848
H 4.194 -2.437 -1.434
H -0.048 -4.891 -0.674
H -1.191 -4.311 0.552
H 1.856 -4.431 0.935
H 0.714 -5.632 1.548
H 0.670 -3.992 2.183
H -0.278 -4.239 -4.490
H -0.639 -2.578 -4.005
H -1.924 -5.090 -2.799
H -2.709 -3.991 -3.937
H -2.289 -3.420 -2.318
C -0.164 -1.757 0.728
H -1.072 -2.062 1.256
H 0.685 -1.905 1.384
C 1.740 0.847 4.873
Si 0.167 0.981 3.861
C -0.768 -0.650 3.933
C -0.887 2.365 4.556
Ge 0.613 1.407 1.537
Si 2.869 0.471 0.966
C 3.161 0.589 -0.870
C 3.109 -1.269 1.605
C 3.952 1.623 1.957
Si 0.846 3.785 1.141
C 1.870 4.584 2.514
C 1.699 4.114 -0.496
C -0.837 4.603 1.183
H 1.470 0.640 5.912
H 2.294 1.788 4.860
H 2.412 0.051 4.542
H -1.128 -0.887 4.936
H -0.120 -1.470 3.611
H -1.630 -0.601 3.263
H -1.114 2.196 5.611
H -1.832 2.431 4.019
H -0.375 3.325 4.477
H 2.414 -0.010 -1.394
H 4.163 0.241 -1.137
H 3.053 1.615 -1.219
H 2.758 -2.020 0.897
H 2.604 -1.420 2.564
H 4.177 -1.438 1.773
H 3.621 2.657 1.936
H 4.961 1.586 1.532
H 4.009 1.298 2.996
H 2.936 4.590 2.286
H 1.738 4.122 3.493
H 1.565 5.630 2.607
H 2.760 3.865 -0.432
H 1.632 5.174 -0.757
H 1.247 3.535 -1.301
H -1.366 4.391 2.112
H -1.465 4.297 0.350
H -0.694 5.685 1.114
```



3.
A structure of composition C28H52Cl2GeNO5PPtSi3, computed with ωB97M-V/def2-TZVPD.

Values from the calculation:
* 2S+1: 6
* energy relative to the best compared isomer or geometry (same formula, charge and spin): 1.816 eV
* electronic energy: -159330.523 eV
* frontier orbital gap (alpha / beta): 6.07 / 6.16 eV
* net charge: +1
* E_HOMO (alpha / beta): -7.99 / -11.03 eV

```
94
C28H52Cl2GeNO5PPtSi3 (ωB97M-V/def2-TZVPD)
Pt 0.609 0.718 0.056
Cl -4.656 0.185 6.163
C -3.529 0.688 4.971
C -3.227 2.019 4.833
C -2.278 2.346 3.859
Cl -1.793 3.975 3.683
C -1.622 1.373 3.017
O -0.672 1.714 2.285
C -2.077 -0.028 3.123
C -1.653 -1.085 2.279
O -1.032 -1.046 1.133
C -2.964 -0.324 4.145
H -3.680 2.773 5.457
H -1.945 -2.074 2.653
H -3.294 -1.341 4.316
C 4.280 2.047 -3.147
C 4.178 0.714 -2.785
C 3.040 0.293 -2.119
N 2.027 1.113 -1.836
C 2.135 2.401 -2.176
C 3.240 2.909 -2.835
H 5.159 2.414 -3.660
H 4.966 0.007 -3.002
H 2.935 -0.732 -1.788
H 1.300 3.035 -1.899
H 3.277 3.959 -3.087
C 2.777 -1.117 3.617
C 1.679 -0.129 3.314
O 2.252 1.128 2.868
P 2.299 1.493 1.323
O 3.679 0.973 0.739
C 4.947 1.368 1.336
C 6.002 0.407 0.855
O 2.517 3.051 1.368
C 1.695 3.966 2.154
C 2.611 4.868 2.939
H 2.351 -2.045 4.001
H 3.463 -0.724 4.367
H 3.344 -1.359 2.716
H 1.087 0.120 4.193
H 0.992 -0.498 2.547
H 4.841 1.344 2.422
H 5.148 2.393 1.027
H 5.767 -0.613 1.158
H 6.970 0.673 1.280
H 6.085 0.438 -0.232
H 1.032 3.383 2.790
H 1.080 4.511 1.439
H 3.191 4.292 3.660
H 2.024 5.608 3.483
H 3.296 5.397 2.277
C -1.287 1.133 -0.704
H -1.948 1.493 0.081
H -1.354 1.740 -1.601
C -1.410 -3.964 0.552
Si -0.554 -3.058 -0.841
C -0.942 -4.084 -2.366
C 1.290 -2.891 -0.563
Ge -1.625 -0.829 -1.049
Si -0.992 -0.715 -3.661
C 0.703 -1.340 -4.123
C -2.360 -1.671 -4.501
C -1.137 1.094 -4.097
Si -4.042 -1.050 -0.942
C -4.587 -1.079 0.847
C -4.741 0.454 -1.819
C -4.633 -2.632 -1.765
H -1.151 -5.021 0.433
H -2.498 -3.895 0.497
H -1.085 -3.637 1.535
H -0.559 -5.093 -2.188
H -0.518 -3.741 -3.308
H -2.023 -4.178 -2.493
H 1.657 -3.797 -0.071
H 1.521 -2.039 0.081
H 1.834 -2.780 -1.502
H 1.065 -2.204 -3.569
H 1.431 -0.536 -4.029
H 0.659 -1.625 -5.180
H -2.362 -2.733 -4.262
H -2.214 -1.570 -5.581
H -3.339 -1.252 -4.265
H -0.367 1.697 -3.617
H -2.118 1.514 -3.880
H -0.982 1.150 -5.181
H -4.370 -0.145 1.368
H -4.138 -1.896 1.411
H -5.672 -1.220 0.852
H -4.436 1.375 -1.318
H -5.833 0.419 -1.825
H -4.409 0.514 -2.858
H -4.243 -3.517 -1.258
H -4.359 -2.695 -2.818
H -5.723 -2.682 -1.704
```



4.
A structure of composition C28H52F5N4S4SeSi4Tl, computed with ωB97M-V/def2-TZVPD.

Values from the calculation:
* energy relative to the best compared isomer or geometry (same formula, charge and spin): 2.539 eV
* electronic energy: -194313.430 eV
* frontier orbital gap (alpha / beta): 7.07 / 6.28 eV
* net charge: 0
* E_HOMO (alpha / beta): -7.44 / -7.47 eV

```
99
C28H52F5N4S4SeSi4Tl (ωB97M-V/def2-TZVPD)
Tl 0.977 -0.824 -1.891
C -5.917 0.717 2.520
Si -4.418 0.228 1.555
C -2.974 0.137 2.715
C -5.009 -1.335 0.574
Si -3.756 2.026 0.293
Si -3.901 2.187 -2.037
C -5.653 1.618 -2.613
C -2.701 0.810 -2.558
C -3.438 3.866 -2.617
Si -4.386 4.093 1.270
C -5.966 4.821 0.357
C -4.793 4.070 3.130
C -2.933 5.263 0.976
H -6.397 -0.299 2.718
H -6.641 1.291 1.874
H -5.602 1.237 3.410
H -3.303 -0.558 3.578
H -2.795 1.171 3.119
H -2.024 -0.237 2.309
H -5.080 -2.273 1.191
H -4.409 -1.481 -0.351
H -6.038 -1.220 0.194
H -6.009 0.705 -2.132
H -5.489 1.600 -3.695
H -6.367 2.421 -2.349
H -3.030 -0.177 -2.232
H -1.843 0.943 -1.884
H -2.358 0.761 -3.523
H -4.328 4.494 -2.250
H -3.388 3.995 -3.681
H -2.488 4.180 -2.150
H -6.754 4.072 0.255
H -5.731 5.180 -0.644
H -6.430 5.591 0.838
H -4.515 5.064 3.557
H -4.238 3.359 3.790
H -5.861 3.945 3.263
H -2.992 5.434 -0.082
H -1.954 4.787 1.177
H -3.119 6.238 1.458
F 1.048 -4.867 -5.925
C 1.261 -4.344 -4.747
C 1.517 -2.932 -4.566
F 2.694 -2.356 -4.173
C 0.523 -3.414 -3.642
F -0.717 -3.123 -3.464
C 1.135 -4.303 -2.524
Se 1.972 -3.514 -0.867
C 0.872 -5.632 -2.827
F -0.164 -6.405 -3.268
C 2.037 -5.161 -3.653
F 3.341 -5.515 -3.455
C 6.698 -3.411 2.400
C 6.653 -2.577 1.110
C 5.316 -2.546 0.360
C 4.133 -1.972 1.138
N 4.252 -0.509 1.405
C 4.083 0.450 0.450
S 3.890 0.114 -1.130
N 4.154 1.717 0.919
C 3.958 2.956 0.235
C 5.239 3.570 -0.312
C 6.391 3.927 0.646
C 7.355 2.699 0.847
H 7.746 -3.369 2.802
H 6.504 -4.482 2.253
H 6.059 -2.997 3.204
H 7.476 -2.923 0.453
H 6.895 -1.550 1.384
H 4.919 -3.548 0.113
H 5.359 -2.076 -0.583
H 3.978 -2.266 2.218
H 3.248 -2.014 0.500
H 4.232 -0.293 2.375
H 4.429 1.834 1.900
H 3.640 3.708 0.900
H 3.320 2.799 -0.618
H 4.946 4.494 -0.804
H 5.753 3.027 -1.132
H 5.982 4.265 1.583
H 6.929 4.729 0.138
H 6.939 1.725 1.106
H 7.988 2.910 1.704
H 8.030 2.662 0.041
S -1.618 -1.885 -0.393
C -1.660 -3.423 0.152
N -1.498 -4.503 -0.618
C -1.157 -5.705 0.120
C -1.727 -5.569 1.572
S -1.601 -3.808 1.868
H -1.485 -4.342 -1.627
H -0.006 -5.766 0.297
H -1.466 -6.630 -0.454
H -1.029 -6.028 2.303
H -2.827 -5.923 1.706
S 0.830 2.119 0.322
C -0.772 2.033 0.400
N -1.945 2.045 0.425
```



5.
A structure of composition C28H52FGe2NO3RuSeSi3, computed with ωB97M-V/def2-TZVPD.

Values from the calculation:
* 2S+1: 2
* electronic energy: -244799.146 eV
* frontier orbital gap (alpha / beta): 5.07 / 4.78 eV
* net charge: +3
* E_HOMO (alpha / beta): -15.74 / -15.72 eV

```
92
C28H52FGe2NO3RuSeSi3 (ωB97M-V/def2-TZVPD)
Ru -0.744 -0.504 -0.214
C 4.867 -1.346 4.637
C 5.153 -2.164 3.385
C 6.550 -1.896 2.861
C 6.793 -2.611 1.543
C 5.786 -2.184 0.531
C 6.073 -2.167 -0.814
C 5.090 -1.806 -1.729
F 5.370 -1.802 -3.021
C 3.800 -1.451 -1.338
C 3.480 -1.451 0.009
C 2.133 -1.126 0.440
O 1.306 -0.659 -0.414
C 1.837 -1.368 1.813
C 2.852 -1.699 2.665
N 4.143 -1.866 2.290
C 4.469 -1.816 0.972
C 0.456 -1.303 2.430
O 0.341 -1.455 3.620
O -0.576 -1.147 1.645
H 5.740 -1.419 5.285
H 4.021 -1.710 5.215
H 4.720 -0.292 4.398
H 5.022 -3.232 3.583
H 7.259 -2.237 3.614
H 6.700 -0.819 2.748
H 6.697 -3.695 1.679
H 7.799 -2.437 1.165
H 7.053 -2.445 -1.180
H 3.073 -1.209 -2.100
H 2.631 -1.846 3.712
C -3.001 0.840 1.776
Si -1.393 1.654 1.307
C -0.161 1.789 2.697
C -1.652 3.297 0.380
Ge -0.259 1.615 -1.122
Si 1.889 2.805 -1.169
C 2.658 1.815 -2.584
C 2.821 2.603 0.452
C 1.653 4.609 -1.609
Si -1.676 1.878 -3.211
C -3.389 1.148 -2.993
C -1.731 3.748 -3.370
C -0.637 1.047 -4.535
H -3.378 1.321 2.684
H -2.858 -0.215 2.006
H -3.761 0.959 1.004
H -0.465 2.655 3.297
H 0.861 1.981 2.375
H -0.194 0.921 3.351
H -2.195 3.878 1.139
H -2.322 3.259 -0.480
H -0.766 3.880 0.134
H 2.314 0.780 -2.641
H 3.743 1.799 -2.472
H 2.438 2.286 -3.544
H 2.657 1.641 0.939
H 2.547 3.389 1.159
H 3.891 2.704 0.261
H 1.265 4.747 -2.619
H 2.629 5.099 -1.571
H 1.005 5.151 -0.918
H -4.043 1.833 -2.451
H -3.395 0.196 -2.461
H -3.832 0.990 -3.979
H -2.166 4.261 -2.514
H -2.387 3.960 -4.220
H -0.762 4.197 -3.592
H -0.176 0.113 -4.208
H 0.154 1.704 -4.898
H -1.276 0.808 -5.388
C -6.200 -0.003 1.199
Ge -6.111 -1.717 0.256
C -7.226 -3.088 1.081
C -6.505 -1.455 -1.645
C -4.247 -2.525 0.492
Se -2.706 -1.889 -0.513
C -3.076 -2.435 -2.343
H -7.244 0.285 1.312
H -5.704 0.789 0.637
H -5.764 -0.065 2.196
H -8.268 -2.772 1.077
H -6.933 -3.264 2.116
H -7.158 -4.030 0.537
H -7.505 -1.030 -1.733
H -6.497 -2.390 -2.203
H -5.822 -0.744 -2.113
H -4.276 -3.590 0.252
H -3.919 -2.442 1.530
H -3.983 -1.959 -2.698
H -3.181 -3.517 -2.326
H -2.222 -2.153 -2.955
```



no.,largest force on an atom (eV Å⁻¹)
1,3.70
2,0.70
3,0.70
4,3.71
5,2.75